{"formula": "C48H121N7O16", "method": "the ωB97M-V functional and the def2-TZVPD basis", "symbols": ["C", "O", "C", "C", "N", "C", "C", "O", "C", "H", "H", "H", "H", "H", "H", "H", "H", "H", "H", "H", "H", "H", "H", "H", "C", "O", "C", "C", "N", "C", "C", "O", "C", "H", "H", "H", "H", "H", "H", "H", "H", "H", "H", "H", "H", "H", "H", "H", "C", "O", "C", "C", "N", "C", "C", "O", "C", "H", "H", "H", "H", "H", "H", "H", "H", "H", "H", "H", "H", "H", "H", "H", "C", "O", "C", "C", "N", "C", "C", "O", "C", "H", "H", "H", "H", "H", "H", "H", "H", "H", "H", "H", "H", "H", "H", "H", "C", "O", "C", "C", "N", "C", "C", "O", "C", "H", "H", "H", "H", "H", "H", "H", "H", "H", "H", "H", "H", "H", "H", "H", "C", "O", "C", "C", "N", "C", "C", "O", "C", "H", "H", "H", "H", "H", "H", "H", "H", "H", "H", "H", "H", "H", "H", "H", "C", "O", "C", "C", "N", "C", "C", "O", "C", "H", "H", "H", "H", "H", "H", "H", "H", "H", "H", "H", "H", "H", "H", "H", "C", "C", "C", "O", "H", "H", "H", "H", "H", "H", "H", "H", "C", "C", "C", "O", "H", "H", "H", "H", "H", "H", "H", "H"], "positions_angstrom": [[5.692, -5.432, 5.471], [5.225, -4.265, 4.904], [4.284, -4.563, 3.851], [3.421, -3.406, 3.248], [2.621, -2.798, 4.268], [1.654, -1.837, 3.876], [0.936, -1.142, 5.065], [1.875, -0.268, 5.577], [1.499, 0.282, 6.828], [4.776, -5.864, 5.875], [6.360, -5.006, 6.220], [6.231, -6.018, 4.727], [3.570, -5.302, 4.214], [4.846, -5.105, 3.091], [2.783, -3.823, 2.469], [4.183, -2.713, 2.891], [3.237, -2.615, 5.047], [0.983, -2.348, 3.185], [2.126, -1.080, 3.250], [0.478, -1.835, 5.771], [0.226, -0.496, 4.549], [2.338, 0.896, 7.155], [1.375, -0.464, 7.612], [0.590, 0.884, 6.804], [-3.223, -2.884, 1.699], [-4.492, -2.472, 2.184], [-4.409, -2.179, 3.552], [-5.877, -2.107, 4.100], [-6.682, -1.090, 3.435], [-8.148, -1.227, 3.814], [-8.968, -0.096, 3.141], [-8.837, -0.036, 1.733], [-9.611, 0.989, 1.072], [-3.282, -2.799, 0.614], [-3.011, -3.938, 1.877], [-2.332, -2.317, 1.968], [-3.842, -1.274, 3.772], [-3.950, -2.965, 4.150], [-5.784, -1.935, 5.173], [-6.372, -3.062, 3.929], [-6.398, -1.213, 2.473], [-8.271, -1.127, 4.892], [-8.576, -2.198, 3.565], [-8.742, 0.875, 3.584], [-10.032, -0.129, 3.377], [-9.567, 2.010, 1.451], [-10.621, 0.623, 1.254], [-9.610, 1.034, -0.017], [-2.468, 2.717, 6.585], [-1.029, 2.658, 6.324], [-0.634, 3.216, 5.070], [0.716, 2.944, 4.518], [1.747, 3.543, 5.408], [3.073, 3.266, 4.785], [4.321, 3.684, 5.660], [5.359, 3.304, 4.826], [6.705, 3.527, 5.299], [-2.878, 1.863, 6.047], [-2.868, 3.653, 6.195], [-2.578, 2.690, 7.669], [-0.678, 4.293, 5.235], [-1.338, 2.970, 4.275], [0.682, 3.405, 3.531], [0.877, 1.884, 4.326], [1.679, 2.968, 6.236], [3.092, 3.682, 3.777], [3.169, 2.181, 4.799], [4.244, 3.250, 6.657], [4.363, 4.771, 5.737], [6.720, 4.565, 5.632], [7.454, 3.286, 4.545], [6.872, 3.015, 6.247], [-1.223, -4.271, -1.725], [-2.597, -4.127, -1.784], [-3.020, -4.168, -3.103], [-4.479, -3.713, -2.886], [-5.328, -3.612, -4.083], [-6.725, -3.424, -3.912], [-7.390, -3.670, -5.244], [-8.797, -3.555, -5.056], [-9.347, -4.778, -4.446], [-0.619, -3.523, -2.237], [-0.919, -5.219, -2.170], [-0.801, -4.190, -0.723], [-2.934, -5.164, -3.536], [-2.356, -3.455, -3.592], [-4.410, -2.629, -2.794], [-5.048, -4.134, -2.057], [-4.981, -2.883, -4.689], [-6.929, -2.473, -3.419], [-7.126, -4.167, -3.222], [-7.043, -4.604, -5.686], [-7.139, -3.087, -6.131], [-8.923, -5.113, -3.500], [-9.213, -5.558, -5.196], [-10.405, -4.547, -4.318], [4.620, 1.557, -5.466], [5.402, 1.011, -4.415], [5.366, 1.738, -3.121], [4.101, 1.389, -2.259], [4.106, 0.046, -1.746], [4.999, -0.179, -0.601], [4.678, 0.785, 0.628], [5.691, 1.799, 0.630], [5.502, 2.752, 1.650], [5.078, 2.473, -5.839], [3.620, 1.790, -5.102], [4.405, 0.880, -6.292], [5.225, 2.782, -3.401], [6.242, 1.645, -2.480], [3.224, 1.492, -2.897], [4.012, 2.112, -1.448], [4.473, -0.423, -2.562], [6.028, -0.063, -0.940], [5.053, -1.181, -0.175], [4.655, 0.291, 1.600], [3.674, 1.204, 0.697], [4.659, 3.424, 1.495], [6.287, 3.477, 1.432], [5.693, 2.338, 2.640], [-6.676, -1.737, -0.689], [-5.299, -1.502, -0.816], [-4.974, -0.141, -0.476], [-3.641, 0.156, -1.192], [-3.780, 0.266, -2.666], [-2.605, -0.341, -3.244], [-2.667, -0.438, -4.755], [-3.824, -1.319, -5.177], [-4.212, -0.992, -6.525], [-6.964, -2.761, -0.926], [-7.388, -1.046, -1.140], [-6.964, -1.747, 0.362], [-4.895, -0.167, 0.611], [-5.678, 0.623, -0.804], [-2.966, -0.631, -0.856], [-3.120, 1.018, -0.775], [-4.563, -0.283, -2.990], [-2.336, -1.340, -2.902], [-1.769, 0.283, -2.925], [-1.772, -0.936, -5.128], [-2.799, 0.538, -5.223], [-4.396, 0.074, -6.661], [-5.141, -1.468, -6.838], [-3.386, -1.198, -7.206], [1.406, 3.879, -1.229], [2.800, 4.195, -1.080], [3.166, 5.332, -1.853], [4.646, 5.408, -1.692], [5.252, 6.466, -2.496], [6.661, 6.184, -2.941], [6.690, 5.687, -4.328], [7.993, 5.214, -4.642], [8.244, 3.821, -4.283], [0.850, 4.711, -0.797], [1.149, 2.941, -0.737], [1.107, 4.002, -2.270], [2.645, 6.244, -1.563], [3.056, 5.054, -2.902], [5.191, 4.502, -1.955], [4.923, 5.743, -0.692], [5.310, 7.307, -1.939], [7.072, 5.406, -2.299], [7.276, 7.045, -2.679], [6.520, 6.462, -5.076], [5.938, 4.937, -4.574], [9.265, 3.562, -4.561], [7.592, 3.071, -4.731], [8.167, 3.738, -3.199], [-0.063, -1.174, 0.148], [0.199, 0.283, -0.114], [0.589, 0.930, 1.217], [1.030, 0.575, -1.233], [-0.501, -1.709, -0.694], [-0.645, -1.361, 1.050], [0.904, -1.667, 0.248], [-0.772, 0.638, -0.459], [-0.250, 0.783, 1.898], [0.768, 1.999, 1.102], [1.454, 0.381, 1.588], [1.843, 0.091, -1.076], [1.655, -1.027, -4.758], [2.055, -2.444, -4.685], [3.026, -2.811, -5.746], [2.526, -2.657, -3.388], [2.459, -0.305, -4.613], [1.042, -0.742, -3.903], [1.155, -0.871, -5.714], [1.106, -2.978, -4.729], [3.942, -2.228, -5.837], [2.459, -2.920, -6.670], [3.563, -3.725, -5.491], [3.039, -3.465, -3.318]], "forces_ev_per_a": [[-0.1, 0.9, 0.5], [-1.6, 2.3, -2.2], [-0.5, -0.6, 0.0], [1.8, -0.5, 1.2], [0.4, -1.7, 1.1], [0.0, 0.1, 0.2], [0.3, -0.1, -2.9], [0.8, 0.4, 1.7], [0.6, 0.2, 0.3], [0.6, -1.1, 0.5], [0.2, -1.0, 0.4], [0.0, -0.5, 0.2], [-0.2, -0.2, 0.4], [0.1, 0.3, -0.6], [0.3, 0.0, -0.2], [-0.1, 0.5, -0.9], [-0.4, 0.7, 0.2], [-0.6, 0.0, 0.2], [0.0, 0.8, 0.0], [0.1, 0.0, 0.1], [-1.1, -0.2, 0.3], [0.0, 0.2, -0.1], [-0.1, -0.4, -0.1], [-0.1, 0.1, -0.3], [-0.2, -0.4, -1.8], [1.3, 0.1, 0.4], [-2.2, -0.2, 1.1], [0.9, 0.3, -0.3], [-0.5, 0.0, 1.5], [1.0, 1.1, -2.0], [-0.5, 0.7, 0.2], [1.2, 0.5, -1.1], [-1.6, -1.3, 1.1], [-0.1, 0.0, -0.1], [-0.2, -0.2, 0.5], [-0.3, 0.5, 0.7], [-0.1, 0.4, -0.3], [0.3, -0.4, -0.2], [-0.3, 0.1, 0.2], [0.3, -0.6, 0.2], [-1.2, 0.3, -0.5], [0.3, 0.2, 0.0], [0.1, -0.3, -0.3], [0.8, 0.2, 0.0], [-0.4, -0.8, 0.2], [0.6, -0.1, 0.4], [-0.6, 0.5, 0.1], [1.2, -0.5, 0.0], [2.0, 0.0, -0.8], [0.1, -0.5, 0.1], [-1.6, 1.0, 0.4], [0.5, 0.0, 1.0], [0.3, -0.2, -1.5], [-0.1, -0.4, 2.3], [-1.9, 1.1, -1.8], [2.1, -1.3, -0.3], [-1.7, 0.7, 1.0], [-0.6, 0.0, 0.3], [-0.2, 0.0, 0.0], [-0.2, -0.3, -0.2], [-0.1, 0.4, -0.3], [-0.5, -0.2, 0.0], [0.4, 0.3, 0.0], [0.2, -0.4, 0.1], [0.1, 0.1, 0.4], [0.2, 0.0, 0.2], [0.2, -0.3, -0.9], [0.4, -0.4, 0.1], [-0.2, 0.3, 0.5], [0.6, 0.5, -0.5], [-0.4, 0.0, 0.0], [0.2, -0.7, -0.1], [1.5, -0.4, 0.4], [1.1, -0.1, 1.6], [-1.8, 0.1, 0.7], [-0.5, 2.8, -2.5], [0.8, -2.3, -1.2], [0.6, -0.2, 0.1], [-0.9, 0.3, -0.3], [-0.2, -1.6, 0.7], [-0.1, 1.3, -1.4], [-0.4, 0.6, -0.7], [0.1, -0.4, 0.1], [-0.6, -0.4, 0.4], [0.1, -0.2, -0.2], [-0.6, 0.1, -1.0], [0.7, 0.0, 1.9], [0.6, -0.4, 0.0], [0.3, 0.0, 0.2], [-0.6, 0.5, -0.4], [0.1, -0.2, 0.1], [-0.4, -0.9, 0.7], [0.1, 1.3, 0.6], [0.2, 0.4, 0.0], [-0.2, -0.3, 0.1], [0.1, -0.2, 0.1], [-0.6, 0.6, 1.0], [0.7, -0.7, 1.2], [-2.3, 0.5, -0.9], [0.8, 0.8, -0.5], [-0.3, -0.9, 0.4], [0.0, 1.1, 1.1], [1.1, -0.3, -0.7], [-1.1, -0.5, -0.2], [1.5, 0.9, -0.8], [0.0, 0.1, -0.2], [-0.2, 0.4, 0.2], [0.8, -0.4, 0.2], [0.4, 0.3, 0.2], [0.4, -0.5, -0.8], [-0.2, 0.1, 0.0], [0.0, 0.1, -0.1], [-0.2, -1.2, 0.1], [0.4, 0.7, 0.5], [-1.0, -0.4, -0.5], [0.8, -0.7, 0.1], [-0.3, 0.4, -1.1], [-0.9, -0.7, 0.4], [0.5, 0.0, 0.4], [-0.7, 0.1, 0.1], [-0.8, -0.9, 1.6], [-0.8, 1.0, -1.0], [1.2, -0.5, -0.4], [-0.5, -0.2, 0.7], [0.3, -0.6, 1.1], [0.4, 0.2, -0.9], [-1.2, -0.9, -0.4], [0.8, 1.6, -0.1], [0.6, 0.5, 0.3], [0.5, 0.0, -0.8], [0.5, 0.3, -0.6], [0.1, 0.5, 0.5], [0.2, 0.6, 0.2], [-0.6, -0.3, 0.0], [0.1, -0.7, -0.5], [-0.5, 0.6, -0.2], [-0.4, -0.1, 0.3], [-0.4, -0.4, 0.5], [0.4, 0.1, -0.4], [0.2, 0.2, -0.1], [0.0, 0.0, 0.0], [-0.1, 0.3, 0.4], [0.2, -0.5, 0.4], [-0.1, -0.5, -0.2], [0.4, 1.6, 0.2], [-0.9, -0.2, 0.1], [0.7, -1.9, -0.2], [1.7, 1.7, 0.6], [0.9, 0.7, -1.2], [-1.6, -0.1, 2.1], [0.9, 0.2, -1.7], [0.5, -1.7, -0.3], [0.1, 1.2, 0.4], [-0.3, 0.0, 0.7], [0.3, 0.1, -0.5], [0.1, -1.0, -0.4], [-0.1, 0.0, -0.1], [-0.7, 0.5, -0.4], [-0.6, -0.4, 0.3], [-0.3, -1.0, 0.7], [-0.3, 0.0, -0.1], [0.1, -0.3, 0.2], [0.1, 0.2, -0.8], [-0.1, 0.4, 0.2], [-0.2, -0.3, 0.5], [0.0, 0.3, -0.1], [-0.4, 0.3, -0.3], [0.0, -0.2, 0.1], [1.0, -1.1, -0.6], [-1.7, 0.5, -0.2], [-0.1, -0.1, -0.9], [-0.2, -0.4, 0.9], [-0.4, 0.3, -0.1], [0.0, 0.2, -0.1], [0.3, -0.2, 0.4], [-0.1, 0.7, 0.3], [0.1, 0.1, 0.2], [0.2, -0.1, 0.2], [0.2, 0.3, 0.3], [0.9, -0.1, -0.5], [-0.3, 1.6, 0.3], [-0.3, 0.1, 0.8], [0.8, -1.1, -0.3], [0.8, 0.0, 1.4], [0.6, -0.2, -0.5], [-0.7, -0.3, -0.2], [-0.1, 0.4, 0.1], [0.0, -0.7, -0.7], [-0.6, 1.2, -0.1], [0.6, 0.0, -0.3], [-0.7, -0.9, -0.2], [-0.1, -0.1, -0.2]], "lowdin_charge": [-0.13, -0.21, -0.20, -0.20, -0.08, -0.21, -0.22, -0.20, -0.10, 0.09, 0.10, 0.09, 0.11, 0.11, 0.12, 0.11, 0.12, 0.11, 0.10, 0.13, 0.11, 0.09, 0.09, 0.07, -0.10, -0.18, -0.22, -0.22, -0.05, -0.15, -0.24, -0.21, -0.09, 0.07, 0.09, 0.07, 0.12, 0.12, 0.11, 0.11, 0.07, 0.11, 0.11, 0.11, 0.11, 0.08, 0.08, 0.08, -0.06, -0.22, -0.25, -0.23, -0.03, -0.17, -0.22, -0.24, -0.07, 0.08, 0.08, 0.09, 0.12, 0.12, 0.12, 0.10, 0.08, 0.12, 0.10, 0.12, 0.12, 0.08, 0.09, 0.08, -0.14, -0.20, -0.20, -0.15, -0.08, -0.24, -0.23, -0.19, -0.08, 0.07, 0.09, 0.09, 0.12, 0.11, 0.09, 0.13, 0.07, 0.11, 0.11, 0.12, 0.11, 0.07, 0.08, 0.08, -0.12, -0.21, -0.14, -0.21, -0.06, -0.15, -0.18, -0.20, -0.11, 0.08, 0.07, 0.09, 0.09, 0.12, 0.11, 0.10, 0.10, 0.10, 0.10, 0.10, 0.10, 0.09, 0.09, 0.08, -0.12, -0.20, -0.17, -0.19, -0.02, -0.24, -0.13, -0.24, -0.10, 0.08, 0.09, 0.07, 0.12, 0.12, 0.09, 0.11, 0.09, 0.10, 0.12, 0.11, 0.12, 0.08, 0.08, 0.09, -0.08, -0.22, -0.22, -0.22, -0.07, -0.20, -0.24, -0.19, -0.07, 0.08, 0.06, 0.09, 0.13, 0.12, 0.11, 0.12, 0.10, 0.10, 0.13, 0.12, 0.11, 0.09, 0.07, 0.07, -0.05, -0.49, -0.04, -0.05, 0.06, 0.06, 0.09, 0.11, 0.08, 0.07, 0.06, 0.05, -0.06, -0.55, -0.05, -0.04, 0.06, 0.08, 0.09, 0.13, 0.09, 0.09, 0.08, 0.09], "smiles": "COCCNCCOC.COCCNCCOC.COCCNCCOC.COCCNCCOC.COCCNCCOC.COCCNCCOC.COCCNCCOC.CC(C)O.CC(C)O", "orbital_gap_ev": 8.17, "e_lumo_ev": 0.52, "e_above_lowest_kj_mol": 563.3}


{"formula": "CBr2N2O", "method": "the ωB97M-V functional and the def2-TZVPD basis", "symbols": ["N", "C", "Br", "O", "N", "Br"], "positions_angstrom": [[-0.680, 0.003, -0.282], [-1.744, -0.316, -0.145], [-3.424, -0.876, 0.200], [1.709, 1.617, -0.304], [1.459, 0.693, 0.342], [2.679, -1.121, 0.189]], "forces_ev_per_a": [[3.0, 0.9, -1.0], [-4.1, -1.4, 0.8], [0.4, 0.1, -0.2], [-0.3, -3.4, 1.7], [1.1, 3.1, -1.1], [-0.1, 0.5, -0.3]], "lowdin_charge": [0.09, -0.79, 0.81, 0.01, -0.29, 0.16], "smiles": "N#CBr.O=NBr", "orbital_gap_ev": 8.67, "e_lumo_ev": -0.87, "e_above_lowest_kj_mol": 24.9}


{"formula": "C3H5N3O", "method": "the ωB97M-V functional and the def2-TZVPD basis", "symbols": ["C", "O", "C", "N", "C", "N", "N", "H", "H", "H", "H", "H"], "positions_angstrom": [[1.448, -1.360, 0.377], [1.295, -0.149, -0.243], [0.112, 0.323, -0.209], [-0.972, -0.262, -0.714], [-1.923, 0.663, -0.672], [-1.631, 1.781, -0.037], [-0.272, 1.606, 0.162], [2.513, -1.298, 0.613], [1.116, -2.108, -0.368], [0.801, -1.526, 1.243], [-2.887, 0.362, -0.965], [0.398, 1.967, 0.814]], "forces_ev_per_a": [[0.5, -2.3, -0.2], [1.5, 2.4, 0.2], [-5.7, 2.2, -1.6], [2.0, -1.0, -0.5], [0.0, 0.1, 1.7], [1.2, 0.2, -0.3], [1.6, -2.7, -0.2], [-0.2, -1.2, 0.2], [0.8, -0.2, 0.5], [0.2, 0.5, 0.2], [-1.2, 0.4, -0.4], [-0.7, 1.6, 0.5]], "lowdin_charge": [-0.08, -0.02, -0.46, 0.13, -0.25, 0.06, 0.07, 0.10, 0.11, 0.10, 0.09, 0.15], "smiles": "COc1ncn[nH]1", "orbital_gap_ev": 10.21, "e_lumo_ev": 0.77, "e_above_lowest_kj_mol": 230.6}


Please write out number 3 again, unchanged.
{"formula": "C3H5N3O", "method": "the ωB97M-V functional and the def2-TZVPD basis", "symbols": ["C", "O", "C", "N", "C", "N", "N", "H", "H", "H", "H", "H"], "positions_angstrom": [[1.448, -1.360, 0.377], [1.295, -0.149, -0.243], [0.112, 0.323, -0.209], [-0.972, -0.262, -0.714], [-1.923, 0.663, -0.672], [-1.631, 1.781, -0.037], [-0.272, 1.606, 0.162], [2.513, -1.298, 0.613], [1.116, -2.108, -0.368], [0.801, -1.526, 1.243], [-2.887, 0.362, -0.965], [0.398, 1.967, 0.814]], "forces_ev_per_a": [[0.5, -2.3, -0.2], [1.5, 2.4, 0.2], [-5.7, 2.2, -1.6], [2.0, -1.0, -0.5], [0.0, 0.1, 1.7], [1.2, 0.2, -0.3], [1.6, -2.7, -0.2], [-0.2, -1.2, 0.2], [0.8, -0.2, 0.5], [0.2, 0.5, 0.2], [-1.2, 0.4, -0.4], [-0.7, 1.6, 0.5]], "lowdin_charge": [-0.08, -0.02, -0.46, 0.13, -0.25, 0.06, 0.07, 0.10, 0.11, 0.10, 0.09, 0.15], "smiles": "COc1ncn[nH]1", "orbital_gap_ev": 10.21, "e_lumo_ev": 0.77, "e_above_lowest_kj_mol": 230.6}


Which formula does entry 2 have?
CBr2N2O


What did the second record say?
{"formula": "CBr2N2O", "method": "the ωB97M-V functional and the def2-TZVPD basis", "symbols": ["N", "C", "Br", "O", "N", "Br"], "positions_angstrom": [[-0.680, 0.003, -0.282], [-1.744, -0.316, -0.145], [-3.424, -0.876, 0.200], [1.709, 1.617, -0.304], [1.459, 0.693, 0.342], [2.679, -1.121, 0.189]], "forces_ev_per_a": [[3.0, 0.9, -1.0], [-4.1, -1.4, 0.8], [0.4, 0.1, -0.2], [-0.3, -3.4, 1.7], [1.1, 3.1, -1.1], [-0.1, 0.5, -0.3]], "lowdin_charge": [0.09, -0.79, 0.81, 0.01, -0.29, 0.16], "smiles": "N#CBr.O=NBr", "orbital_gap_ev": 8.67, "e_lumo_ev": -0.87, "e_above_lowest_kj_mol": 24.9}